[1]
This record from the Open Molecules 2025 dataset describes a 10-piece molecular cluster, C32H90N6O14 overall at a distorted geometry. The level of theory is the ωB97M-V functional and the def2-TZVPD basis.

Each line ends with the Löwdin charge.
Element x y z (Å)
H: -1.49114 0.76535 -6.17997  0.132
H: -5.18018 1.24816 -1.65506  0.119
H: 2.33590 -3.11542 -2.99467  0.074
H: 0.95936 -0.71984 -1.72393  0.107
C: 5.45269 -1.16044 1.66403  -0.078
H: -2.85240 -0.13520 2.72885  0.119
H: 2.67308 3.92755 3.00910  0.074
H: -4.90062 0.53564 4.07001  0.127
H: -0.77688 3.08624 1.83440  0.107
H: 2.91672 2.45287 2.13550  0.069
H: -0.74271 -4.42586 -0.77215  0.082
H: 5.59342 0.54083 -2.37962  0.080
H: 1.28482 -2.80834 3.20335  0.068
N: -0.04010 -3.64227 -5.44519  0.043
N: -1.70071 -0.51561 -2.35421  0.076
H: -1.44351 0.73909 0.79693  0.063
H: 4.49302 -1.22217 2.19572  0.068
H: -2.83175 0.70702 -0.31433  0.076
H: -3.61191 -5.75011 3.99512  0.093
N: 0.46323 1.20952 2.96163  0.067
H: -5.45906 -1.80778 4.17660  0.073
C: 0.31302 3.25188 1.77788  -0.216
H: -5.15785 -0.16772 6.38174  0.074
H: 2.98684 2.43396 3.90046  0.074
N: -4.57735 -1.46405 3.83784  0.066
H: 0.40593 0.96056 1.97063  0.027
H: -4.89110 -0.41423 -2.28729  0.112
H: 0.14030 5.03477 -2.79656  0.124
H: 6.79470 3.67350 4.23061  0.085
C: 0.87401 -4.07222 -4.34777  -0.354
H: -3.91270 -2.21159 3.99527  0.041
C: -0.35652 4.09869 -2.49680  -0.203
H: 6.78728 0.20885 3.69238  0.136
C: 1.75089 -2.83265 -3.87741  -0.053
H: 4.67742 -0.63187 -4.22767  0.113
H: 0.15021 6.43778 2.29079  0.096
H: -2.52568 5.22945 -2.66808  0.073
C: 0.28362 -0.66439 -0.85575  -0.190
H: 2.69657 -0.15635 1.27449  0.074
C: -4.17313 0.00260 5.93075  -0.051
H: 0.69578 2.80235 0.85679  0.125
H: -1.97498 3.50151 -1.29806  0.116
H: -3.96868 1.07739 6.07307  0.081
H: 5.03536 0.52545 3.64370  0.130
H: 0.13224 5.28093 3.62875  0.078
H: 0.29328 1.24842 -7.73040  0.097
C: -0.79792 0.09322 -5.63440  -0.253
H: -1.32822 -5.16623 3.24511  0.137
H: 7.79934 -0.05788 1.32727  0.075
H: -5.91993 0.81096 -4.43285  0.116
H: -4.27795 2.53506 3.52198  0.096
H: -1.15324 -0.38574 -3.19965  0.035
C: -3.20097 2.41969 3.27963  -0.099
C: -1.52256 -4.35629 3.96876  -0.269
H: -2.05547 -0.47545 4.25130  0.118
H: -2.14687 -3.43276 -1.08888  0.082
C: 2.20060 -0.63320 0.41404  -0.110
H: 0.99177 -3.75611 4.53265  0.066
H: -0.90293 4.68357 -0.43166  0.115
O: -1.18774 3.65291 -3.62288  -0.092
H: 0.82648 -4.79563 -2.26677  0.118
H: 7.35202 2.15350 4.92155  0.089
O: -2.22716 5.46297 -1.78360  -0.069
H: -1.92854 -1.49449 -2.23902  0.064
C: 3.14919 0.83267 -4.40957  -0.265
C: 0.13286 -4.58316 -3.09030  -0.184
C: 5.88704 0.29222 1.67524  -0.469
H: -3.15384 2.09728 2.23284  0.080
N: 7.07459 0.47718 0.83980  0.046
H: 0.62482 1.20659 -4.79030  0.072
H: -0.47416 -5.49796 -3.24727  0.122
H: -2.14682 -4.97616 -1.87168  0.101
C: -0.11459 5.41294 2.58458  -0.106
C: -1.06941 -2.83734 2.10913  -0.068
O: -3.97700 1.10632 -3.36395  -0.104
H: 2.70500 0.45347 -5.33954  0.109
H: -0.84500 -2.29110 4.14110  0.128
C: -1.46934 -4.16291 -1.54779  -0.146
O: 4.73231 0.78176 -2.72526  -0.083
C: 0.19965 -0.39684 -6.62423  -0.248
C: -6.30397 0.79418 -3.39688  -0.236
O: -2.80316 -3.91145 4.05663  -0.227
H: -2.18764 -0.80608 0.36590  0.071
H: 2.02444 -1.69834 0.63550  0.094
H: -0.82250 3.90643 -4.48121  0.086
H: -1.19849 5.25451 2.45599  0.086
H: 2.59695 0.35498 -3.56686  0.115
H: -0.79444 -3.68649 1.47772  0.074
C: -5.04547 0.63403 -2.56962  -0.272
H: -3.39866 -0.58596 6.46010  0.086
H: 2.49264 -2.55235 -4.63509  0.068
C: -1.91074 0.18111 -0.04029  -0.048
O: 6.35019 2.07299 3.06670  -0.197
H: -7.78046 2.08743 -3.58616  0.076
H: 0.37632 3.33555 -2.17431  0.111
O: -0.17199 0.71523 -4.54206  -0.081
O: 0.61699 4.62630 1.66679  -0.204
H: 0.59556 3.07711 3.91454  0.131
C: 4.57900 0.45442 -4.12230  -0.216
H: -0.56312 -4.41726 -5.81324  0.062
H: 1.13212 -1.96678 -3.59274  0.055
H: 7.37234 1.46077 0.93403  0.079
H: 5.33355 0.94994 -4.74047  0.124
H: -1.19349 -4.73588 4.95197  0.130
H: -2.15331 -2.74627 2.06623  0.079
O: -6.98728 2.02442 -3.03655  -0.086
H: -4.71529 -4.52993 4.77555  0.090
C: 0.98001 2.57643 3.01394  -0.413
C: -4.19781 -0.22626 4.42941  -0.470
H: 5.31643 -1.52708 0.64666  0.075
H: -0.70440 1.11439 -1.56020  0.134
O: 0.92895 0.68367 -7.25121  -0.074
C: -2.86592 0.12479 3.81134  -0.204
H: -0.00165 -1.70933 -0.61117  0.121
H: -0.30645 -1.04124 -7.35098  0.120
C: -0.66872 -3.18110 3.51241  -0.420
H: -0.46906 1.14266 3.38020  0.045
H: -0.74058 -2.95612 -5.18977  0.054
H: 2.85409 -0.55136 -0.45149  0.083
H: -3.11578 0.74438 -3.03674  0.046
H: -2.67152 3.37654 3.26434  0.076
H: -3.29844 -5.23778 5.64201  0.091
C: -0.97546 0.10717 -1.23108  -0.382
H: 0.98928 -0.99202 -6.13848  0.101
H: 3.34969 2.58906 -3.61631  0.082
O: 2.95149 2.23151 -4.41113  -0.050
O: -2.42589 1.47475 3.98953  -0.216
C: -3.67741 -4.87743 4.66725  -0.065
C: 5.98809 0.71993 3.11334  -0.238
H: 6.21996 -1.80346 2.13630  0.089
C: 2.46975 2.86854 3.03198  -0.047
O: 1.00223 0.05608 0.14946  -0.208
N: 0.77175 -3.63259 3.54582  0.044
C: 6.55107 2.62431 4.34002  -0.115
C: -1.35113 4.40176 -1.40351  -0.247
O: -0.80061 -3.56282 -2.61693  -0.222
H: -7.05599 -0.01286 -3.34635  0.113
H: 1.48333 -4.88353 -4.77741  0.136
H: -0.60415 -1.93333 1.70636  0.066
H: 5.07297 0.88613 1.22478  0.135
H: 5.59565 2.58647 4.88968  0.088
H: -1.43060 -0.70817 -5.21887  0.115

- HOMO energy: -8.440 eV
- LUMO level: 0.02216 Ha
- Structure (SMILES): COC[C@H](C)N.COC[C@H](C)N.COC[C@H](C)N.COC[C@H](C)N.COC[C@H](C)N.COC[C@H](C)N.OCCO.OCCO.OCCO.OCCO


[2]
This record from the Open Molecules 2025 dataset describes C36H49F3NO6P2STi as an isolated structure at a distorted geometry. The level of theory is the ωB97M-V functional and the def2-TZVPD basis.

Each line ends with the Löwdin spin population.
Element x y z (Å)
H: 1.44640 2.58765 4.72962  0.000
C: 3.98580 -2.16047 4.44388  0.000
H: -0.87996 3.26117 4.16997  0.000
H: -2.50923 -0.36278 2.42670  0.000
H: -0.04655 2.01955 -4.71373  0.000
H: -0.35059 4.51523 3.05864  0.000
H: -0.77497 -1.18282 -6.09634  0.000
O: 0.57734 -3.63573 0.42744  0.000
H: -5.27161 1.35057 0.11595  0.000
C: 1.76171 2.76636 3.69881  0.000
H: -4.79823 3.25050 0.31140  0.001
H: 2.13197 3.79529 3.64456  0.000
F: -2.40093 -2.39510 -1.44270  0.001
H: -1.01867 -0.08625 5.84870  0.000
C: -3.76236 3.54161 0.19820  0.010
H: -4.68460 -0.08173 -0.74914  0.003
C: 0.89017 -1.80148 -4.10581  0.000
H: 0.64451 3.33939 -2.07926  0.000
H: 3.67301 -1.39160 -0.15180  0.000
C: -1.11424 4.34643 -0.08202  -0.003
P: 0.09753 0.86564 2.30684  0.004
C: -3.45870 4.86563 0.26030  -0.002
H: 5.07010 -2.03352 4.44249  0.000
H: 1.23459 -2.09879 -3.11880  0.000
C: 3.29692 -1.15140 0.83400  0.002
H: 0.52773 -2.69406 -4.62431  0.000
H: 0.93545 2.92653 1.73438  0.000
C: -0.80322 0.06393 3.71308  0.003
C: 0.60190 2.59305 2.72069  -0.001
F: -2.56494 -3.46413 0.43047  0.000
H: -0.07577 4.62356 -0.18588  0.000
C: 2.25216 -0.69141 3.33589  0.000
N: 1.64264 0.40635 -0.14862  0.009
H: 0.51438 0.64264 5.37748  0.000
C: -0.23538 -0.76120 -4.06408  0.001
C: -2.77597 2.54738 -0.00155  0.003
H: 4.51855 1.00741 -5.67462  0.000
P: 0.04735 0.59301 -2.79017  0.008
O: -1.90648 6.59363 0.19378  0.008
H: 0.33688 0.17178 -5.95330  0.000
H: 5.91140 1.30143 -4.63346  0.000
O: -2.21007 0.30512 -0.20168  -0.008
H: 2.59333 2.09960 3.47400  0.000
C: -2.11240 5.27182 0.11621  0.014
H: 0.07712 6.68122 0.82313  0.000
H: -2.09029 3.28852 -4.27874  0.000
H: -2.84973 -0.51971 4.15408  0.000
C: 2.22978 -0.25067 0.95546  0.002
H: 3.78392 -3.23437 4.47727  0.000
H: -1.12791 -1.26041 -3.68165  0.000
C: -0.60144 3.45231 3.13406  0.001
C: -1.42643 2.97708 -0.14240  0.017
H: 1.49201 3.40091 -3.61141  0.000
H: 1.81708 -0.54421 4.31923  0.000
S: -0.17113 -2.50479 0.00292  0.001
C: -1.82408 2.47323 -3.59958  0.000
C: -3.11438 1.14983 -0.05863  0.080
H: -0.62694 8.15196 0.11839  0.000
C: 2.42114 0.67866 -1.28826  0.005
H: -1.37477 0.38284 -5.56690  0.000
O: 0.31836 -1.72231 -1.14345  0.003
H: -2.43318 1.60574 -3.86866  0.000
O: -0.44410 2.14571 -0.34426  0.005
C: 3.79304 0.98189 -1.18718  0.001
H: 2.20900 1.03723 -4.67306  0.000
H: -1.48177 3.28106 2.51178  0.000
H: -0.16921 6.79653 -0.93694  0.000
H: 4.67924 -2.44713 1.81519  0.000
H: -2.11573 2.77402 -2.58973  0.000
C: 1.67610 -0.06425 2.23265  0.003
F: -1.49050 -4.35516 -1.24448  0.000
C: -0.54383 0.58551 5.12694  0.000
H: 3.59977 -1.72176 5.36566  0.000
H: 1.74986 -1.41732 -4.65885  0.000
H: -2.70831 1.08752 3.42772  0.000
H: -4.22238 5.61571 0.41988  0.000
C: 4.56421 1.25263 -2.29777  0.000
H: 4.82971 2.62465 -5.05299  0.000
H: 4.24862 1.00703 -0.20596  0.000
C: -1.76218 -3.21664 -0.60562  0.000
C: -0.53330 -0.30337 -5.49295  0.000
Ti: -0.36407 0.29977 -0.22386  0.801
C: 4.86532 1.56148 -4.80095  0.000
C: 1.85788 0.72824 -2.57860  0.004
O: -0.57551 -1.52363 1.03468  0.005
C: 3.85177 -1.75491 1.94723  0.000
H: -0.01620 4.30444 -3.40585  0.000
C: 4.02319 1.25199 -3.58637  0.001
C: -4.49146 0.59607 0.08414  0.011
C: 2.66872 1.00398 -3.68614  0.000
C: 3.35995 -1.51685 3.23012  0.003
H: -0.97773 1.57407 5.27665  0.000
C: -0.57213 7.07182 0.03846  0.000
H: -0.45280 -0.96648 3.65168  0.000
C: 0.50269 3.37333 -3.15635  0.000
H: 5.61834 1.48065 -2.16489  0.000
H: -4.53581 0.00368 1.00118  0.004
C: -2.30736 0.06757 3.40739  0.000
C: -0.31603 2.18358 -3.67306  -0.001

- HOMO energy (spin up / spin down): -6.462 / -6.638 eV
- LUMO level (spin up / spin down): -0.00258 / -0.01313 Ha
- Spin multiplicity: 2


[3]
This record from the Open Molecules 2025 dataset describes one molecule with the formula C3H2ClFO2 at a distorted geometry. The level of theory is the ωB97M-V functional and the def2-TZVPD basis.

Each line ends with the natural charge from an NBO analysis.
Element x y z (Å)
O: -0.29910 0.17991 -1.52622  -0.501
O: 0.98137 -1.18180 -0.14353  -0.501
C: 0.08441 -0.09021 -0.19172  0.245
Cl: -0.05897 -0.82663 -3.95608  0.092
H: 0.56954 0.80205 0.22399  0.172
C: 0.08511 -0.89233 -2.29306  0.034
F: 1.64347 -2.83241 -1.58673  -0.283
H: -0.80978 -0.34658 0.40547  0.159
C: 1.16195 -1.62204 -1.41919  0.582

- HOMO energy: -7.702 eV
- LUMO level: 0.01650 Ha
- Structure (SMILES): FC1=C(Cl)OCO1


[4]
This record from the Open Molecules 2025 dataset describes one molecule with the formula C14H22N6O4 at a distorted geometry. The level of theory is the ωB97M-V functional and the def2-TZVPD basis.

Each line ends with the natural charge from an NBO analysis.
Element x y z (Å)
N: -2.89886 -2.70478 -1.14762  -0.821
C: 1.98158 -1.32911 -0.40870  -0.430
H: -0.18328 -0.49482 -1.28580  0.437
H: 2.28037 -0.26150 2.59229  0.415
C: 0.44793 -0.90904 1.79015  0.677
H: 1.48379 -0.42603 4.78517  0.198
C: -0.97300 5.31448 -2.20509  -0.708
C: 4.38656 -1.53840 0.32088  -0.104
H: -3.39535 -0.30705 0.30485  0.245
C: -3.29866 -0.29610 -0.74042  -0.513
H: -3.62574 1.80581 -0.43466  0.216
H: -0.87966 5.66674 -3.24776  0.259
C: -2.44179 -1.46658 -1.36788  0.710
N: 5.10729 -2.31254 1.32287  -0.460
C: -0.70031 1.15243 -0.24371  0.678
H: -3.61165 -3.00893 -0.47968  0.400
H: 4.35466 -3.82604 2.69673  0.203
H: -1.81241 3.56275 -0.66257  0.385
H: -1.82069 5.58800 -1.60583  0.214
H: -0.03572 5.51039 -1.68893  0.239
H: 1.45099 -2.07360 -1.03206  0.224
H: -2.66450 -3.28625 -1.95792  0.410
H: 2.36955 -0.75202 -1.21989  0.240
C: 4.21440 -3.19102 1.84856  0.168
O: -0.54158 1.79983 0.74824  -0.650
O: -0.53359 -1.64686 1.84206  -0.636
C: -1.68643 1.64862 -1.30403  -0.138
H: 2.12500 -3.49829 1.45613  0.418
N: -0.00551 0.06960 -0.46459  -0.619
C: -0.93571 3.86980 -2.39708  0.674
N: 1.41912 -0.80145 2.75433  -0.614
H: 4.68824 -0.67809 -0.26045  0.220
N: -1.54690 3.10877 -1.45966  -0.588
H: -3.66159 1.51604 -1.99677  0.219
H: 0.06347 -1.22615 4.16408  0.225
C: 1.02976 -0.41525 0.44599  -0.119
H: 1.61704 -2.21241 4.19157  0.195
O: -0.41676 3.44266 -3.44387  -0.647
C: 3.07923 -1.92480 0.38653  0.092
N: 2.97243 -3.06231 1.25059  -0.539
H: -1.33951 1.25471 -2.25709  0.243
O: -1.55874 -1.43765 -2.19418  -0.657
C: 1.08656 -1.25153 4.07603  -0.407
H: -4.32501 -0.57248 -1.01852  0.236
C: -3.09015 1.19269 -1.10106  -0.396
H: 1.82516 0.40777 0.64874  0.205

- HOMO energy: -9.001 eV
- LUMO level: 0.02089 Ha
- Structure (SMILES): CNC(=O)[C@@H](Cc1cnc[nH]1)NC(=O)[C@@H](CCC(N)=O)NC(C)=O


[5]
This record from the Open Molecules 2025 dataset describes a 2-piece molecular cluster, C10H11N2S overall at a distorted geometry. The level of theory is the ωB97M-V functional and the def2-TZVPD basis.

Each line ends with the natural charge from an NBO analysis.
Element x y z (Å)
H: 2.84593 0.53381 -2.12994  0.247
H: -1.76909 -3.09049 0.03781  0.239
H: -3.41963 -0.01013 1.50292  0.257
H: -0.09522 -0.99116 -0.96679  0.237
C: -1.38937 1.11066 1.12130  -0.075
C: -0.67760 -0.48070 -0.21420  0.193
C: 1.09300 2.83976 -0.21807  -0.396
C: -2.35998 -2.15772 -0.25939  -0.419
S: 4.22183 -1.16088 0.78759  0.572
N: -1.85728 -0.91359 0.32900  -0.304
C: 2.86372 -0.21852 1.19119  -0.339
C: 3.07476 0.17794 -1.08823  -0.209
N: -0.41294 0.70814 0.29705  -0.370
C: 2.38928 0.56695 0.12747  -0.277
H: 2.39043 -0.08523 2.19911  0.268
H: -2.53482 -2.16237 -1.27163  0.226
H: -1.37922 2.05534 1.60139  0.242
C: 4.12243 -0.61470 -0.84757  -0.411
C: -2.40203 0.11915 1.06782  -0.043
H: 4.65317 -0.87929 -1.70818  0.260
H: 2.01864 3.37476 -0.30166  0.268
H: -3.38320 -2.33055 0.26477  0.232
C: 1.37403 1.59852 0.12355  0.361
H: 0.14023 3.11579 -0.25603  0.242

- HOMO energy: -12.723 eV
- LUMO level: -0.13599 Ha
- Charge: +1


Molar mass across the listed records, respectively: 783.10; 790.67; 124.50; 338.37; 191.28 u.
Electronic energy across the listed records, respectively: -2654.912162; -4137.515097; -825.941134; -1176.179625; -894.999545 Ha.
Energy above the lowest of the compared OMol25 structures with the same formula, charge and spin across the listed records, respectively: 0.000; 1.140; 2.693; 2.703; 2.542 eV.